# 1
Formula: C20H38N3O8PS
Source: the Open Molecules 2025 dataset
Level of theory: ωB97M-V with the def2-TZVPD basis set

Values from the calculation:
Orbital gap   0.29821 hartree
Energy above the lowest of the compared OMol25 structures with the same formula, charge and spin   0.0000 eV
Maximum force   0.0079 Eh/bohr
Spin multiplicity   1
E_HOMO   -8.874 eV

```
71
C20H38N3O8PS, DFT ωB97M-V with the def2-TZVPD basis set
C 3.801 1.795 4.264
C 2.484 1.948 3.498
C 2.262 0.842 2.438
C 2.689 1.245 1.013
C 0.857 0.272 2.475
C 0.676 -1.065 3.028
O 1.790 -1.747 3.440
C -0.527 -1.723 3.065
P -0.724 -3.339 3.841
O 0.360 -3.732 4.747
O -2.188 -3.306 4.458
O -1.016 -4.351 2.647
C -1.621 -1.057 2.432
N -2.860 -1.543 2.237
S -3.681 -0.426 1.441
N -2.583 0.726 1.328
C -1.464 0.256 1.905
C -0.221 0.950 1.965
C -0.183 2.373 1.460
N -0.385 3.399 2.484
C -1.735 3.435 3.038
H 4.159 2.750 4.641
H 3.693 1.120 5.112
H 4.579 1.390 3.616
H 1.662 1.916 4.213
H 2.481 2.922 3.011
H 2.924 0.031 2.715
H 2.974 2.296 0.957
H 3.551 0.668 0.687
H 1.908 1.080 0.274
H 2.078 -1.462 4.315
H -2.345 -2.470 4.912
H -0.198 -4.810 2.419
H -0.974 2.492 0.723
H 0.759 2.587 0.959
H 0.261 3.224 3.240
H -1.972 2.598 3.706
H -2.460 3.420 2.228
H -1.864 4.358 3.598
C -3.485 -1.610 -5.255
O -2.541 -0.829 -4.547
C -3.095 0.324 -3.935
C -3.316 0.127 -2.453
O -4.310 -0.848 -2.184
C -3.780 -2.113 -1.835
H -2.984 -2.530 -5.549
H -4.351 -1.854 -4.635
H -3.826 -1.091 -6.157
H -4.040 0.596 -4.416
H -2.391 1.149 -4.082
H -3.650 1.072 -2.013
H -2.371 -0.152 -1.975
H -3.280 -2.056 -0.864
H -3.068 -2.474 -2.582
H -4.611 -2.812 -1.765
C 0.603 -0.393 -4.255
O 1.920 -0.486 -4.767
C 2.736 0.630 -4.460
C 3.685 0.338 -3.320
O 2.991 0.118 -2.103
C 2.873 -1.248 -1.753
H 0.121 -1.354 -4.421
H 0.602 -0.173 -3.184
H 0.031 0.381 -4.779
H 2.117 1.497 -4.209
H 3.318 0.876 -5.353
H 4.347 1.198 -3.178
H 4.304 -0.530 -3.567
H 3.841 -1.661 -1.449
H 2.474 -1.842 -2.579
H 2.187 -1.306 -0.908
```

***

# 2
Formula: C20H39BBr12I2O
Source: the Open Molecules 2025 dataset
Level of theory: ωB97M-V with the def2-TZVPD basis set

Values from the calculation:
Orbital gap   0.32878 hartree
Maximum force   0.1068 Eh/bohr
Spin multiplicity   1
E_HOMO   -9.084 eV
SMILES   CCCB(CCCI)CC(=O)I.BrCCBr.BrCCBr.BrCCBr.BrCCBr.BrCCBr.BrCCBr

```
75
C20H39BBr12I2O, DFT ωB97M-V with the def2-TZVPD basis set
C 4.715 -1.640 5.712
C 4.077 -0.985 4.364
C 2.481 -1.158 4.485
B 1.659 -0.824 3.127
C 0.024 -0.901 3.170
C -0.566 -2.180 3.938
C -0.090 -3.596 3.354
I 0.628 -4.957 4.926
C 2.320 -0.394 1.698
C 2.515 -1.660 0.750
O 3.490 -2.442 0.906
I 1.153 -2.164 -0.909
H 4.968 -2.751 5.577
H 3.952 -1.558 6.569
H 5.650 -1.059 6.064
H 4.535 -1.511 3.454
H 4.306 0.133 4.281
H 2.206 -2.206 4.877
H 2.136 -0.404 5.295
H -0.305 0.033 3.776
H -0.452 -0.754 2.126
H -0.324 -2.135 5.053
H -1.715 -2.146 3.806
H -0.992 -4.139 2.881
H 0.705 -3.544 2.540
H 3.267 0.258 1.795
H 1.540 0.285 1.177
Br -3.388 -4.072 1.842
C -4.686 -2.656 1.508
C -4.569 -1.553 2.530
Br -5.371 -2.072 4.228
H -5.670 -3.125 1.490
H -4.448 -2.282 0.510
H -5.127 -0.672 2.209
H -3.538 -1.268 2.740
Br -1.655 1.042 -0.846
C -0.914 0.846 -2.638
C -1.303 2.005 -3.521
Br -3.151 1.847 -4.122
H -1.252 -0.118 -3.018
H 0.168 0.816 -2.497
H -0.707 2.009 -4.435
H -1.211 2.972 -3.029
Br 3.298 -3.036 9.147
C 4.502 -4.531 9.485
C 4.546 -5.478 8.311
Br 2.953 -6.598 8.251
H 4.168 -5.004 10.408
H 5.481 -4.076 9.649
H 5.381 -6.174 8.411
H 4.615 -4.971 7.349
Br -0.885 3.637 -7.232
C -1.353 5.063 -5.989
C -0.122 5.772 -5.480
Br 0.797 4.711 -4.127
H -1.951 4.611 -5.197
H -1.979 5.747 -6.565
H -0.394 6.701 -4.977
H 0.606 5.987 -6.262
Br -7.600 0.827 -2.414
C -7.155 1.975 -3.926
C -7.672 1.399 -5.221
Br -6.554 -0.074 -5.838
H -6.074 2.110 -3.915
H -7.638 2.929 -3.710
H -7.626 2.143 -6.018
H -8.689 1.016 -5.147
Br 2.631 4.114 -7.425
C 3.373 3.917 -9.216
C 2.986 5.076 -10.100
Br 1.139 4.922 -10.702
H 3.034 2.953 -9.596
H 4.455 3.886 -9.074
H 3.583 5.080 -11.013
H 3.080 6.044 -9.607
```

***

# 3
Formula: C20H39Cl3CoN3O3Si
Source: the Open Molecules 2025 dataset
Level of theory: ωB97M-V with the def2-TZVPD basis set

Values from the calculation:
Orbital gap (spin up / spin down)   0.20096 / 0.20048 hartree
Maximum force   0.0693 Eh/bohr
Spin multiplicity   4
E_HOMO (spin up / spin down)   -2.742 / -2.734 eV
Net charge   -1

```
70
C20H39Cl3CoN3O3Si, DFT ωB97M-V with the def2-TZVPD basis set
C -1.815 -2.350 -3.825
C -1.002 -2.599 -2.569
H -1.562 -3.068 -4.613
H -1.612 -1.364 -4.232
H -2.900 -2.417 -3.640
C -0.193 -3.727 -2.484
C -0.049 -4.752 -3.541
H 0.216 -3.999 -1.526
H 0.432 -4.375 -4.456
H -0.980 -5.272 -3.829
H 0.581 -5.556 -3.138
Co -0.559 2.322 1.656
Cl -2.504 3.020 2.185
Cl 1.124 3.563 1.207
H 1.393 5.224 5.087
H -1.914 6.588 3.549
C 1.083 5.323 4.039
C -1.054 6.126 3.042
N -0.347 5.244 3.945
H 1.532 4.508 3.450
C -0.924 4.161 4.503
O -0.281 3.260 5.068
H -1.430 5.565 2.174
H -2.023 4.123 4.395
H 1.398 6.274 3.610
H -0.355 6.898 2.705
H 2.428 -1.004 -2.113
H 2.652 -3.519 -1.519
C 2.921 -0.716 -1.178
C 3.353 -3.109 -0.767
N 2.839 -1.836 -0.265
H 2.423 0.136 -0.717
C 2.639 -1.624 1.077
O 2.350 -0.535 1.583
H 3.445 -3.829 0.064
H 2.738 -2.565 1.667
H 3.970 -0.479 -1.404
H 4.335 -2.970 -1.255
O -0.475 -1.214 -1.933
C -1.522 -1.927 -1.293
C -0.015 -2.961 0.416
C -1.290 -2.516 0.059
H 0.786 -2.728 -0.289
C 0.204 -3.697 1.585
H -2.488 -1.419 -1.397
C -2.321 -2.642 1.009
H 1.210 -4.094 1.772
C -0.857 -3.899 2.476
C -2.109 -3.329 2.208
H -3.280 -2.190 0.760
H -0.699 -4.512 3.364
H -2.925 -3.424 2.920
Si -0.453 1.315 -2.024
Cl -0.668 0.616 0.399
C 1.245 2.009 -2.424
C -1.279 3.016 -1.671
C -1.434 0.726 -3.446
H 2.063 1.291 -2.341
H 1.438 2.850 -1.738
H 1.212 2.412 -3.451
H -0.803 0.164 -4.140
H -1.833 1.579 -4.010
H -2.293 0.140 -3.119
H -1.169 3.328 -0.624
H -2.349 2.940 -1.889
H -0.834 3.808 -2.293
N 0.097 1.079 3.142
H 0.185 1.597 4.030
H 0.956 0.625 2.796
H -0.649 0.386 3.209
```

***

# 4
Formula: C20H39FO11S
Source: the Open Molecules 2025 dataset
Level of theory: ωB97M-V with the def2-TZVPD basis set

Values from the calculation:
Orbital gap   0.30516 hartree
Maximum force   0.1647 Eh/bohr
Spin multiplicity   1
E_HOMO   -9.433 eV
SMILES   CS(=O)(=O)OC(=O)OF.CC(C)=O.CC(C)=O.CC(C)=O.CC(C)=O.CC(C)=O.CC(C)=O

```
72
C20H39FO11S, DFT ωB97M-V with the def2-TZVPD basis set
C 2.208 -2.877 -1.009
S 3.342 -3.870 -2.098
O 4.746 -3.359 -1.795
O 3.372 -5.346 -1.745
O 3.005 -3.640 -3.760
C 3.346 -2.320 -4.173
O 2.444 -1.490 -4.456
O 4.712 -1.858 -4.354
F 4.858 -0.844 -3.451
H 2.833 -2.572 -0.098
H 1.249 -3.414 -0.711
H 1.975 -1.910 -1.592
C -1.547 -1.401 2.492
C -0.931 -1.402 1.121
C -1.480 -0.428 0.114
O -0.020 -2.164 0.835
H -1.053 -2.153 3.111
H -1.415 -0.424 2.957
H -2.609 -1.648 2.422
H -1.346 0.594 0.475
H -2.538 -0.632 -0.060
H -0.941 -0.540 -0.830
C -5.746 1.513 -0.673
C -5.773 0.650 0.559
C -7.079 -0.009 0.916
O -4.777 0.490 1.243
H -4.742 1.922 -0.806
H -5.999 0.917 -1.550
H -6.449 2.341 -0.563
H -7.392 -0.674 0.108
H -7.842 0.751 1.097
H -6.950 -0.600 1.826
C 2.625 -0.483 -7.880
C 3.736 0.422 -8.341
C 5.059 0.312 -7.630
O 3.571 1.212 -9.253
H 1.732 -0.295 -8.480
H 2.919 -1.527 -8.007
H 2.392 -0.280 -6.832
H 5.461 -0.697 -7.747
H 4.933 0.550 -6.572
H 5.764 1.022 -8.067
C -7.700 3.921 -3.571
C -6.373 3.330 -3.966
C -5.812 3.720 -5.308
O -5.777 2.565 -3.230
H -7.981 3.552 -2.582
H -7.624 5.010 -3.530
H -8.468 3.622 -4.287
H -5.653 4.800 -5.344
H -6.497 3.412 -6.101
H -4.853 3.219 -5.459
C 1.386 0.619 6.371
C 0.794 -0.109 5.194
C 1.565 -1.282 4.647
O -0.267 0.236 4.703
H 0.724 1.439 6.658
H 1.486 -0.063 7.217
H 2.359 1.032 6.101
H 1.673 -2.048 5.418
H 2.547 -0.952 4.301
H 1.023 -1.711 3.802
C 5.580 0.720 9.387
C 4.775 0.091 8.280
C 5.510 -0.300 7.025
O 3.578 -0.093 8.396
H 4.921 0.950 10.227
H 6.351 0.026 9.726
H 6.035 1.648 9.034
H 6.278 -1.040 7.260
H 5.962 0.583 6.568
H 4.805 -0.740 6.316
```

***

> What is the maximum force in the fourth record?

0.1647 Eh/bohr